No. 1
This record from the Open Molecules 2025 dataset describes a structure of composition C24H19N7Ru. The level of theory is the ωB97M-V functional and the def2-TZVPD basis.

```
51
Properties=species:S:1:pos:R:3:forces:R:3:lowdin_charge:R:1
Ru -0.1181 0.8386 -0.0679 -0.50 0.16 0.03 1.351
N 0.2491 -1.7484 3.3245 -0.09 0.00 -0.01 0.216
C 0.5154 -0.8128 2.4396 -0.01 0.00 0.09 -0.032
N -0.2997 -0.5518 1.4069 0.09 -0.27 0.11 0.004
C -1.4844 -1.2729 1.3301 0.19 0.04 -0.01 -0.183
N -2.3828 -0.9101 0.3827 -0.08 0.26 -0.24 0.185
N -1.9571 0.1199 -0.2902 0.52 -0.43 0.66 -0.150
C -2.7659 0.7595 -1.1431 -0.22 0.53 -0.48 0.098
C -2.2104 1.9145 -1.7343 -0.16 -0.42 0.23 -0.188
C -2.9609 2.7550 -2.5654 -0.10 0.11 -0.11 0.099
C -2.4016 3.9447 -3.0089 -0.05 -0.01 -0.02 0.065
C -1.1147 4.2616 -2.5989 -0.08 0.05 -0.01 0.091
C -0.3970 3.3825 -1.7711 -0.02 -0.14 0.12 -0.031
N -0.9006 2.2282 -1.3582 0.39 0.07 -0.15 -0.019
C -1.8091 -2.2982 2.2525 -0.05 -0.02 -0.01 -0.051
C -2.9905 -3.0581 2.2043 -0.04 -0.03 0.04 0.044
C -3.2031 -4.0217 3.1627 -0.01 0.09 -0.12 0.048
C -2.2594 -4.2518 4.1887 0.10 0.00 0.08 0.059
C -1.0935 -3.5210 4.2711 -0.07 -0.04 -0.01 0.058
C -0.8760 -2.5455 3.3043 0.11 0.06 0.03 -0.111
H 0.9249 -1.8965 4.0753 0.01 -0.01 0.00 0.212
H 1.4314 -0.2483 2.5532 0.01 -0.01 -0.03 0.162
H -3.7818 0.4081 -1.3098 0.00 0.04 -0.04 0.177
H -3.9757 2.4819 -2.8308 0.00 -0.01 0.00 0.159
H -2.9627 4.6105 -3.6533 0.01 0.01 0.00 0.158
H -0.6321 5.1758 -2.9240 -0.02 0.01 -0.03 0.155
H 0.6180 3.6138 -1.4750 0.01 -0.02 -0.01 0.133
H -3.7127 -2.8807 1.4199 -0.02 -0.02 0.02 0.137
H -4.1065 -4.6178 3.1411 0.00 0.01 -0.03 0.149
H -2.4607 -5.0176 4.9280 0.00 0.01 0.00 0.152
H -0.3793 -3.6965 5.0667 0.01 0.01 -0.01 0.151
C 3.5763 2.9319 0.9306 -0.05 0.02 0.03 0.015
C 4.4932 2.2602 0.1368 0.03 -0.03 -0.03 0.038
C 4.0589 1.2175 -0.6758 -0.04 0.02 0.02 0.055
C 2.7189 0.8744 -0.6706 0.03 0.05 0.04 -0.193
N 1.8289 1.5329 0.1103 0.11 -0.09 -0.10 -0.076
C 2.2495 2.5408 0.8889 0.04 0.02 0.02 -0.092
C 2.1255 -0.1936 -1.4984 -0.07 -0.01 0.04 -0.161
C 2.8369 -0.9674 -2.3952 -0.01 0.02 0.01 0.059
C 2.1859 -1.9344 -3.1512 -0.01 0.00 0.00 0.051
C 0.8173 -2.1100 -2.9923 0.01 -0.01 -0.01 0.019
C 0.1476 -1.3171 -2.0883 0.02 0.09 0.07 -0.067
N 0.7794 -0.3764 -1.3500 0.00 -0.03 -0.16 -0.042
H 3.8779 3.7495 1.5714 -0.01 0.00 0.00 0.142
H 5.5380 2.5445 0.1431 0.00 0.00 0.00 0.148
H 4.7666 0.6930 -1.3015 0.00 0.00 0.00 0.135
H 1.4986 3.0420 1.4903 0.01 0.01 0.00 0.130
H 3.9000 -0.8153 -2.5156 0.00 -0.01 -0.01 0.138
H 2.7420 -2.5395 -3.8565 0.00 0.00 0.00 0.151
H 0.2716 -2.8497 -3.5621 0.00 0.00 0.00 0.144
H -0.9151 -1.4281 -1.9347 0.01 -0.02 -0.02 0.110
```
Forces are in eV/Å.

The net charge is +4. The value obtained for the energy above the lowest of the compared OMol25 structures with the same formula, charge and spin is 0.000 eV. Its HOMO-LUMO gap (alpha / beta) is 0.1677 / 0.1680 Ha. The calculation puts the total energy at -38167.721 eV.


No. 2
This record from the Open Molecules 2025 dataset describes an isolated molecule of C3H8N2O. The level of theory is the ωB97M-V functional and the def2-TZVPD basis.

```
14
Properties=species:S:1:pos:R:3:forces:R:3:lowdin_charge:R:1
C -0.4693 1.1296 -0.9628 -0.24 0.08 -0.38 -0.055
C 0.5223 0.0593 -0.4729 0.25 0.61 0.21 -0.363
N 1.4446 0.6070 0.5342 0.24 -0.21 0.27 0.034
C -0.3062 -1.1482 -0.0510 -0.24 -0.11 -0.50 -0.532
N -0.8292 -1.1073 1.2050 0.20 0.29 0.39 0.161
O -0.5664 -2.0375 -0.8352 0.11 -0.16 0.08 0.058
H -1.3758 1.1370 -0.3579 -0.07 0.03 0.04 0.071
H -0.7616 0.9322 -2.0007 -0.07 -0.11 0.25 0.083
H -0.0586 2.1387 -0.9405 0.30 -0.17 0.12 0.074
H 1.1389 -0.2390 -1.3139 -0.08 -0.23 -0.11 0.137
H 2.3679 0.1843 0.4495 -0.32 0.07 -0.07 0.075
H 1.1562 0.4047 1.4857 -0.05 0.11 -0.10 0.053
H -1.5047 -1.7884 1.5009 -0.01 -0.14 -0.20 0.110
H -0.7582 -0.2724 1.7596 -0.03 -0.04 0.00 0.093
```
Forces are in eV/Å.

The value obtained for the energy above the lowest of the compared OMol25 structures with the same formula, charge and spin is 0.513 eV. Its HOMO-LUMO gap is 0.3692 Ha. The calculation puts the total energy at -8268.813 eV. As for the SMILES: C[C@@H](N)C(N)=O.


No. 3
This record from the Open Molecules 2025 dataset describes a cluster of 2 separate species, C5H8O3 in total in a non-equilibrium geometry. The level of theory is the ωB97M-V functional and the def2-TZVPD basis.

```
16
Properties=species:S:1:pos:R:3:forces:R:3:lowdin_charge:R:1
C -0.1403 0.1143 0.6940 1.04 -1.51 -4.96 -0.142
C -0.8361 0.9759 -0.0560 -0.76 1.25 4.75 -0.377
C 0.7766 -1.5554 -0.9281 -1.64 3.24 2.19 -0.244
C -1.7753 2.0780 0.6754 2.28 -2.03 2.64 -0.015
C 2.1587 -1.8835 -0.7252 0.74 -3.88 0.01 -0.041
O -0.0448 -1.8197 -1.7029 -0.66 -0.75 -1.23 0.125
O 0.0099 -0.4045 1.8780 -0.57 0.47 2.93 0.010
O -0.7105 1.1634 -1.3753 -0.09 2.63 0.08 0.040
H -2.3720 1.6540 1.5613 0.65 0.18 -1.55 0.089
H -1.2609 2.9475 1.1620 0.09 -0.74 -0.82 0.076
H -2.3821 2.4220 -0.0651 -2.05 1.07 -1.85 0.015
H 2.4292 -1.6630 0.2631 0.57 0.66 1.22 0.056
H 2.8420 -1.4908 -1.4448 0.22 0.62 -0.56 0.087
H 2.2619 -3.0514 -0.7931 -0.25 1.88 -0.11 0.139
H -0.2636 0.1539 2.6703 0.29 -0.53 -1.44 0.147
H -0.6927 0.3594 -1.8136 0.13 -2.57 -1.30 0.036
```
Forces are in eV/Å.

The value obtained for the energy above the lowest of the compared OMol25 structures with the same formula, charge and spin is 5.637 eV. Its HOMO-LUMO gap (alpha / beta) is 0.2942 / 0.2997 Ha. The calculation puts the total energy at -11451.882 eV.


No. 4
This record from the Open Molecules 2025 dataset describes a cluster of 2 separate species, C2H6N2O3S in total in a non-equilibrium geometry. The level of theory is the ωB97M-V functional and the def2-TZVPD basis.

```
14
Properties=species:S:1:pos:R:3:forces:R:3:lowdin_charge:R:1
C 0.3168 -0.7956 -1.1431 -0.17 -0.35 0.62 -0.246
C -0.0861 0.2036 1.3560 0.11 -0.71 -0.31 -0.244
N -3.7779 0.8252 0.8363 -1.09 -0.17 2.19 0.215
N -3.8399 0.0036 -0.0394 0.26 0.90 0.13 -0.406
O -2.9331 1.0487 -0.3747 1.47 0.80 -1.80 -0.034
O -4.2660 -0.9062 -0.6031 -0.75 -1.43 -0.64 0.174
O -1.7655 -1.5302 0.3301 -0.69 -0.54 0.00 -0.568
S -0.3052 -1.4094 0.4779 0.68 1.54 -0.21 0.847
H 1.3336 -0.4470 -1.0112 0.23 0.06 -0.02 0.045
H 0.2946 -1.6246 -1.8423 -0.01 -0.12 -0.02 0.044
H -0.3298 0.0012 -1.4942 -0.14 0.11 0.09 0.049
H 0.9682 0.4515 1.4011 0.19 0.04 0.06 0.044
H -0.6447 0.9694 0.8288 -0.10 -0.02 -0.18 0.035
H -0.4913 0.0829 2.3553 0.00 -0.11 0.09 0.046
```
Forces are in eV/Å.

The value obtained for the energy above the lowest of the compared OMol25 structures with the same formula, charge and spin is 7.509 eV. Its HOMO-LUMO gap is 0.3660 Ha. The calculation puts the total energy at -22121.520 eV.


No. 5
This record from the Open Molecules 2025 dataset describes a cluster of 2 separate species, C3H6ClNO2 in total in a non-equilibrium geometry. The level of theory is the ωB97M-V functional and the def2-TZVPD basis.

```
13
Properties=species:S:1:pos:R:3:forces:R:3:lowdin_charge:R:1
C -0.3237 -1.2517 1.8954 -0.28 3.14 -0.82 -0.022
C -0.2091 -0.9317 0.3555 -0.56 -1.19 3.86 -0.613
O 0.7780 -1.4972 -0.2747 1.31 -0.30 -3.92 0.057
N -1.0531 -0.2513 -0.2589 -0.43 0.98 -2.30 -0.412
Cl -2.3621 0.4645 0.5049 -0.25 0.05 0.57 0.599
H -1.2808 -1.6699 2.0619 -1.17 -0.60 -0.09 0.039
H -0.4576 -0.2032 2.3787 0.65 -1.78 -0.51 0.095
H 0.3680 -1.8771 2.4282 0.84 0.04 -0.42 0.066
H 0.7365 -1.3104 -1.3287 -0.06 -0.27 3.60 0.206
C 0.9270 2.1692 -1.8694 -0.06 -3.48 -1.21 -0.123
O 1.9415 1.5036 -1.8403 -0.78 -0.07 0.58 -0.022
H -0.1058 1.6896 -1.9577 0.96 0.50 0.66 0.087
H 1.0413 3.1656 -2.0950 -0.18 2.99 -0.02 0.043
```
Forces are in eV/Å.

The value obtained for the energy above the lowest of the compared OMol25 structures with the same formula, charge and spin is 2.931 eV. Its HOMO-LUMO gap is 0.3869 Ha. The calculation puts the total energy at -21313.189 eV. As for the SMILES: C/C(O)=N\Cl.C=O.


No. 6
This record from the Open Molecules 2025 dataset describes a structure of composition C48H44GeN2O4PRu in a non-equilibrium geometry. The level of theory is the ωB97M-V functional and the def2-TZVPD basis.

```
101
Properties=species:S:1:pos:R:3:forces:R:3:lowdin_charge:R:1
Ru 0.8078 0.2747 0.4120 -1.09 0.56 0.00 0.809
C 1.2815 -6.1670 0.4958 -0.01 -0.25 0.04 -0.060
O 1.3539 -4.7767 0.2789 0.19 0.25 0.05 -0.098
C 2.4877 -4.2780 -0.2754 0.30 0.27 0.11 -0.230
C 3.5391 -5.0023 -0.8017 -0.26 0.04 0.01 0.001
C 4.6431 -4.3360 -1.3345 0.12 0.00 -0.07 -0.076
C 4.6815 -2.9655 -1.4021 -0.15 0.13 0.05 -0.040
C 3.6209 -2.1904 -0.8913 -0.72 -1.08 0.30 -0.148
C 3.6605 -0.7691 -1.0475 -0.16 1.23 -0.08 -0.045
N 2.7798 0.1412 -0.7322 -0.16 -1.81 1.02 -0.062
N 3.1946 1.3986 -0.9841 0.81 1.91 -0.96 0.037
C 2.5626 2.3689 -0.3711 0.95 -1.15 -0.31 -0.500
O 1.6377 2.1839 0.4880 -0.46 0.14 0.51 -0.224
C 2.9435 3.7617 -0.6538 0.04 0.21 0.04 -0.156
C 2.0166 4.7668 -0.3849 0.06 -0.16 -0.08 -0.026
C 2.3523 6.0878 -0.6091 0.04 0.12 -0.02 -0.073
C 3.6233 6.4078 -1.0634 -0.01 0.07 -0.01 -0.081
C 4.5488 5.4077 -1.3188 0.05 0.05 -0.08 -0.074
C 4.2071 4.0818 -1.1363 -0.15 -0.04 0.03 -0.023
C 2.5551 -2.8654 -0.2621 0.49 -0.34 -0.08 -0.282
O 1.6280 -2.1955 0.3999 -0.21 -0.49 0.13 -0.281
H 2.1259 -6.5196 1.0985 -0.04 0.03 -0.07 0.102
H 1.2525 -6.7176 -0.4500 -0.02 0.01 0.06 0.100
H 0.3573 -6.3267 1.0482 0.03 -0.08 -0.08 0.096
H 3.5169 -6.0794 -0.8211 -0.02 -0.15 0.07 0.110
H 5.4724 -4.9214 -1.6992 0.07 -0.01 -0.11 0.107
H 5.5316 -2.4668 -1.8409 0.10 0.08 -0.09 0.111
H 4.5696 -0.3849 -1.5178 -0.09 0.07 0.10 0.130
H 1.0366 4.4889 -0.0209 -0.02 0.05 0.08 0.103
H 1.6337 6.8730 -0.4232 -0.06 0.04 0.03 0.104
H 3.8922 7.4408 -1.2238 0.03 0.10 0.00 0.103
H 5.5406 5.6602 -1.6612 0.08 0.06 -0.07 0.105
H 4.9003 3.2856 -1.3550 0.10 -0.07 0.03 0.109
C -0.8782 0.0804 3.4411 -1.00 0.03 -0.11 -0.050
O 0.5377 0.0497 3.4826 0.76 -0.49 -0.22 -0.067
C 1.2478 -0.0556 2.4030 -1.16 1.51 -1.96 -0.268
C 2.7117 -0.1021 2.6965 0.00 -0.25 0.12 -0.024
H -1.2446 -0.7798 3.9998 0.07 -0.02 -0.06 0.092
H -1.2475 0.0412 2.4083 0.26 -0.02 0.26 0.046
H -1.2097 0.9972 3.9290 0.12 -0.02 -0.03 0.100
H 2.9142 -0.0149 3.7650 -0.09 -0.04 -0.02 0.094
H 3.2324 0.6975 2.1598 -0.19 -0.09 -0.05 0.087
H 3.1078 -1.0509 2.3298 0.02 -0.02 -0.09 0.088
C -1.0581 4.1109 -3.9321 0.09 -0.05 -0.01 -0.054
C -2.2408 3.9929 -3.2191 -0.16 0.06 0.06 -0.060
C -2.2956 3.2106 -2.0823 0.05 -0.07 0.02 -0.108
C -1.1504 2.5566 -1.6328 0.37 -0.63 -0.03 -0.331
C 0.0157 2.6303 -2.3844 0.12 -0.22 0.24 -0.076
C 0.0651 3.4096 -3.5264 0.02 0.13 -0.15 -0.044
P -1.1303 1.6217 -0.0622 0.60 0.44 1.56 1.024
C -1.3330 2.9451 1.1995 -0.18 -0.15 -0.04 -0.334
C -0.4366 3.0377 2.2609 0.17 -0.22 -0.06 -0.114
C -0.5697 4.0274 3.2200 -0.03 0.07 0.03 -0.053
C -1.6002 4.9478 3.1283 0.05 -0.05 0.00 -0.061
C -2.5038 4.8576 2.0815 -0.17 0.10 -0.02 -0.066
C -2.3771 3.8650 1.1266 0.09 0.02 0.09 -0.092
C -2.7468 0.8324 -0.1208 0.65 -0.46 -0.66 -0.288
C -3.0456 0.0352 -1.3495 -0.90 0.23 0.67 -0.144
C -4.4023 -0.5697 -1.3522 0.49 0.03 0.06 0.007
C -5.2320 -0.4871 -0.2850 -0.42 -0.30 -0.37 -0.050
C -4.8394 0.1821 0.8912 0.90 0.21 -0.47 0.038
C -3.5989 0.8096 0.9550 -0.49 -0.04 0.72 -0.066
H -1.0229 4.7337 -4.8130 0.02 0.04 -0.07 0.113
H -3.1274 4.5180 -3.5388 -0.08 0.04 -0.10 0.111
H -3.2353 3.0944 -1.5628 -0.11 0.07 0.06 0.099
H 0.8868 2.0655 -2.0699 0.05 0.12 -0.12 0.086
H 0.9791 3.4750 -4.0970 0.09 -0.02 -0.01 0.118
H 0.3901 2.3427 2.3246 -0.13 0.12 -0.04 0.072
H 0.1338 4.0774 4.0392 0.06 0.02 0.00 0.115
H -1.6981 5.7310 3.8650 -0.03 0.05 0.06 0.111
H -3.3183 5.5623 2.0061 -0.06 0.08 0.00 0.109
H -3.0975 3.8159 0.3271 -0.09 0.05 -0.06 0.088
H -2.8935 0.6351 -2.2596 0.10 -0.12 0.08 0.146
H -4.6939 -1.1019 -2.2452 -0.09 -0.11 -0.06 0.129
H -6.2129 -0.9365 -0.3248 -0.05 -0.06 -0.04 0.120
H -5.5120 0.2273 1.7314 -0.09 0.00 0.17 0.130
H -3.3183 1.3211 1.8647 0.00 0.14 0.01 0.115
Ge -0.1943 -1.9206 -0.0115 0.61 -0.70 0.40 0.954
C -1.1280 -2.6959 1.6137 0.37 0.13 -1.05 -0.289
C -0.3720 -3.1463 2.6898 0.08 -0.03 -0.09 -0.123
C -0.9855 -3.5329 3.8705 0.06 0.02 0.13 -0.082
C -2.3636 -3.4546 3.9980 -0.07 -0.06 0.05 -0.091
C -3.1267 -3.0294 2.9230 -0.14 0.11 0.07 -0.091
C -2.5113 -2.6476 1.7424 0.17 0.02 0.04 -0.138
C -0.5668 -3.0419 -1.6591 -0.06 0.69 0.94 -0.285
C -1.8655 -3.4859 -1.8784 0.10 0.05 0.02 -0.142
C -2.1680 -4.2879 -2.9643 -0.15 -0.03 -0.11 -0.086
C -1.1622 -4.6916 -3.8273 -0.02 0.00 -0.03 -0.081
C 0.1319 -4.2366 -3.6323 0.07 -0.02 0.02 -0.066
C 0.4197 -3.3914 -2.5722 0.16 0.25 0.00 -0.099
H -2.2910 -0.7769 -1.4312 -0.10 0.13 -0.13 0.108
H 0.7052 -3.1898 2.5992 0.09 -0.05 -0.02 0.102
H -0.3897 -3.8864 4.7013 0.05 0.00 0.03 0.110
H -2.8410 -3.7220 4.9299 -0.03 -0.08 0.03 0.106
H -4.2025 -2.9862 3.0069 -0.14 -0.01 0.04 0.100
H -3.1206 -2.2953 0.9219 -0.16 0.01 -0.16 0.070
H -2.6416 -3.2062 -1.1826 -0.27 -0.09 0.14 0.074
H -3.1891 -4.5915 -3.1419 -0.08 -0.14 0.02 0.102
H -1.3872 -5.3500 -4.6532 -0.03 -0.02 -0.08 0.106
H 0.9244 -4.5415 -4.3013 0.02 0.02 -0.08 0.109
H 1.4204 -2.9955 -2.4567 0.05 -0.11 -0.08 0.099
```
Forces are in eV/Å.

The net charge is +1. Its HOMO-LUMO gap (alpha / beta) is 0.1444 / 0.1445 Ha. The calculation puts the total energy at -130037.444 eV.